[1]
ORCA calculation (wB97M-V/def2-TZVPD) on 6 unconnected molecules or ions with the total composition C14H42N2O6.

## Properties
**2S+1**: 1
**Structure (SMILES)**: COC[C@H](C)N.COC[C@H](C)N.CCO.CCO.CCO.O
**HOMO energy**: -9.30 eV
**Frontier orbital gap**: 9.759 eV

Cartesian coordinates (Å):
C  -0.759  -1.921  1.370
O  0.001  -2.689  0.423
C  -0.659  -3.143  -0.737
C  0.327  -3.900  -1.623
C  1.253  -2.993  -2.406
N  -0.346  -4.855  -2.514
H  -1.065  -2.672  2.106
H  -1.630  -1.464  0.903
H  -0.106  -1.196  1.844
H  -1.520  -3.780  -0.484
H  -1.122  -2.284  -1.252
H  0.899  -4.534  -0.939
H  1.712  -3.533  -3.233
H  2.011  -2.604  -1.727
H  0.739  -2.149  -2.872
H  -0.989  -4.377  -3.141
H  -0.919  -5.513  -1.999
C  -3.362  1.356  -1.259
O  -4.304  2.111  -0.553
C  -5.100  2.958  -1.369
C  -6.457  3.082  -0.725
C  -7.365  1.875  -0.912
N  -7.147  4.279  -1.219
H  -3.819  0.487  -1.744
H  -2.627  0.948  -0.554
H  -2.723  1.951  -1.923
H  -4.615  3.940  -1.426
H  -5.185  2.566  -2.388
H  -6.346  3.135  0.368
H  -7.764  1.780  -1.929
H  -8.216  1.926  -0.233
H  -6.829  0.935  -0.760
H  -8.020  4.410  -0.726
H  -6.602  5.121  -1.079
C  4.195  -3.391  2.723
C  2.997  -2.874  1.952
O  2.211  -3.960  1.507
H  4.720  -2.541  3.157
H  4.792  -4.041  2.084
H  3.872  -4.044  3.539
H  3.356  -2.293  1.091
H  2.409  -2.180  2.568
H  1.360  -3.618  1.188
C  6.268  3.518  1.091
C  4.803  3.258  0.800
O  3.969  4.185  1.484
H  6.516  4.568  0.903
H  6.907  3.002  0.365
H  6.583  3.268  2.102
H  4.505  2.241  1.053
H  4.638  3.318  -0.283
H  3.978  5.020  1.010
C  0.698  0.423  -1.260
C  1.643  0.318  -0.109
O  1.046  0.889  1.056
H  0.952  -0.101  -2.174
H  0.476  1.480  -1.449
H  -0.321  0.089  -1.012
H  2.544  0.904  -0.328
H  1.918  -0.712  0.135
H  1.731  1.032  1.720
O  3.363  0.811  2.927
H  3.109  0.416  3.767
H  3.413  1.758  3.104



[2]
ORCA calculation (wB97M-V/def2-TZVPD) on 7 unconnected molecules or ions with the total composition C14H42O7.

## Properties
**2S+1**: 1
**Structure (SMILES)**: CCO.CCO.CCO.CCO.CCO.CCO.CCO
**HOMO energy**: -9.41 eV
**Frontier orbital gap**: 9.850 eV

Cartesian coordinates (Å):
C  4.873  -0.121  -0.632
C  4.730  1.374  -0.635
O  3.555  1.868  -0.091
H  4.249  -0.626  -1.237
H  4.755  -0.439  0.358
H  5.736  -0.568  -0.947
H  4.712  1.724  -1.678
H  5.526  1.851  -0.070
H  3.824  2.660  -0.129
C  -0.154  -1.214  -1.434
C  0.952  -0.488  -0.538
O  1.258  0.544  -1.377
H  0.235  -1.305  -2.341
H  -1.148  -0.666  -1.582
H  -0.616  -2.141  -0.951
H  1.605  -1.404  -0.576
H  0.650  -0.296  0.557
H  1.850  0.966  -0.885
C  0.183  4.544  -2.970
C  1.230  4.718  -1.856
O  2.420  5.224  -2.256
H  -0.746  4.232  -2.323
H  0.468  3.872  -3.697
H  -0.210  5.575  -3.294
H  1.476  3.666  -1.352
H  0.886  5.385  -1.098
H  3.115  5.133  -1.475
C  -2.115  -3.016  3.677
C  -2.110  -1.976  2.436
O  -1.032  -1.157  2.577
H  -1.035  -3.483  3.732
H  -2.908  -3.810  3.763
H  -2.330  -2.217  4.538
H  -2.978  -1.354  2.491
H  -2.302  -2.435  1.489
H  -1.236  -0.319  2.059
C  -0.478  2.727  1.245
C  -2.000  2.383  0.916
O  -2.279  1.082  1.205
H  -0.597  3.756  0.990
H  0.243  2.114  0.848
H  -0.375  2.816  2.272
H  -2.235  2.679  0.022
H  -2.505  2.991  1.678
H  -3.343  0.923  1.347
C  -4.598  -0.197  -0.501
C  -5.708  0.172  0.450
O  -5.004  0.991  1.461
H  -5.057  -0.629  -1.415
H  -3.720  -0.876  -0.246
H  -4.076  0.852  -0.674
H  -5.959  -0.749  0.914
H  -6.400  0.643  -0.012
H  -5.779  1.332  1.839
C  2.011  -4.397  -0.703
C  2.623  -5.615  -0.040
O  3.357  -6.412  -1.152
H  1.346  -3.965  0.005
H  1.490  -4.571  -1.737
H  2.831  -3.672  -1.070
H  1.642  -6.247  0.287
H  3.340  -5.430  0.721
H  3.854  -7.009  -0.918



[3]
ORCA calculation (wB97M-V/def2-TZVPD) on 7 unconnected molecules or ions with the total composition C14H42O7.

## Properties
**2S+1**: 1
**Structure (SMILES)**: CC(C)O.CC(C)O.CCO.CCO.CCO.CCO.O
**HOMO energy**: -9.48 eV
**Frontier orbital gap**: 10.027 eV

Cartesian coordinates (Å):
C  19.831  -14.903  -14.673
C  21.110  -15.725  -14.775
C  22.087  -15.447  -13.631
O  20.815  -17.113  -14.856
H  20.007  -13.832  -14.784
H  19.335  -15.072  -13.709
H  19.131  -15.231  -15.446
H  21.595  -15.464  -15.723
H  21.573  -15.428  -12.660
H  22.589  -14.484  -13.747
H  22.830  -16.244  -13.587
H  20.128  -17.305  -14.189
C  15.924  -15.652  -13.137
C  15.182  -16.949  -13.239
C  14.152  -16.917  -14.357
O  16.135  -18.007  -13.480
H  15.303  -14.880  -12.674
H  16.214  -15.315  -14.132
H  16.821  -15.778  -12.531
H  14.688  -17.175  -12.290
H  13.364  -16.188  -14.177
H  13.723  -17.907  -14.521
H  14.643  -16.610  -15.292
H  15.962  -18.415  -14.334
C  19.910  -15.424  -10.783
C  20.674  -15.233  -9.507
O  19.977  -15.878  -8.413
H  20.541  -15.173  -11.640
H  19.053  -14.743  -10.827
H  19.549  -16.443  -10.927
H  20.749  -14.164  -9.287
H  21.682  -15.645  -9.584
H  20.617  -16.065  -7.722
C  21.502  -19.092  -11.456
C  20.601  -19.293  -10.259
O  19.238  -19.405  -10.650
H  21.355  -18.135  -11.956
H  21.349  -19.889  -12.188
H  22.544  -19.130  -11.127
H  20.696  -18.449  -9.571
H  20.900  -20.222  -9.767
H  18.698  -18.912  -9.998
C  15.869  -18.572  -9.994
C  16.741  -17.332  -9.863
O  17.900  -17.634  -9.133
H  14.976  -18.339  -10.574
H  15.592  -18.963  -9.015
H  16.410  -19.352  -10.534
H  16.171  -16.505  -9.422
H  17.006  -16.991  -10.881
H  18.380  -16.812  -8.936
C  17.473  -22.588  -13.865
C  17.911  -21.386  -13.079
O  18.881  -21.800  -12.114
H  18.276  -22.924  -14.523
H  16.615  -22.339  -14.495
H  17.205  -23.414  -13.206
H  17.053  -20.904  -12.595
H  18.357  -20.654  -13.772
H  18.974  -21.082  -11.469
O  18.889  -17.823  -12.953
H  17.922  -17.891  -13.049
H  19.145  -18.535  -12.345



[4]
ORCA calculation (wB97M-V/def2-TZVPD) on a molecular structure, C14H42O7S7Sn.

## Properties
**2S+1**: 2
**HOMO energy (spin up / spin down)**: -6.64 / -10.43 eV
**Frontier orbital gap (spin up / spin down)**: 5.025 / 8.789 eV
**Charge**: +1

Cartesian coordinates (Å):
Sn  -0.458  0.754  -0.950
C  -2.232  4.100  2.907
S  -2.926  2.534  2.199
O  -2.000  2.233  1.033
C  -2.290  1.549  3.661
H  -1.221  3.838  3.219
H  -2.751  4.484  3.785
H  -2.145  4.934  2.210
H  -2.739  1.842  4.610
H  -1.223  1.752  3.758
H  -2.457  0.494  3.442
C  2.001  -4.015  -2.042
S  0.405  -3.120  -2.414
O  0.085  -2.095  -1.377
C  1.187  -2.094  -3.710
H  2.866  -3.353  -2.006
H  2.172  -4.898  -2.657
H  1.895  -4.352  -1.011
H  2.173  -1.685  -3.488
H  0.628  -1.178  -3.903
H  1.273  -2.633  -4.654
C  0.814  -0.432  4.197
S  -0.131  -1.291  2.858
O  -0.208  -0.241  1.759
C  1.117  -2.573  2.285
H  1.081  -1.240  4.878
H  0.221  0.275  4.778
H  1.700  0.111  3.869
H  0.756  -3.139  1.426
H  1.329  -3.256  3.107
H  2.084  -2.162  1.992
C  2.292  4.630  0.333
S  1.268  3.908  1.639
O  0.457  2.724  0.987
C  2.535  3.196  2.732
H  3.031  5.271  0.813
H  1.766  5.268  -0.376
H  2.830  3.815  -0.152
H  3.405  2.913  2.140
H  2.122  2.305  3.204
H  2.848  3.928  3.477
C  -3.212  -3.364  -1.040
S  -2.563  -2.408  0.404
O  -2.675  -0.977  -0.156
C  -4.036  -2.664  1.571
H  -2.721  -2.874  -1.881
H  -4.300  -3.331  -1.095
H  -2.934  -4.406  -0.885
H  -4.839  -2.510  0.850
H  -3.933  -1.898  2.339
H  -4.207  -3.654  1.995
C  -1.759  -0.312  -5.561
S  -3.044  -0.528  -4.226
O  -2.334  -0.172  -2.892
C  -4.006  0.971  -4.673
H  -1.372  -1.222  -6.021
H  -0.955  0.322  -5.189
H  -2.181  0.157  -6.450
H  -3.355  1.751  -4.278
H  -4.971  1.039  -4.172
H  -4.309  0.934  -5.720
C  4.216  -0.428  1.033
S  3.638  -0.745  -0.625
O  2.109  -0.607  -0.472
C  4.215  0.907  -1.285
H  5.189  0.053  1.133
H  4.057  -1.303  1.663
H  3.542  0.357  1.377
H  5.274  1.046  -1.069
H  3.678  1.755  -0.859
H  4.229  1.011  -2.370